# C8H14O3

A cluster of 2 separate species, C8H14O3 in total in a non-equilibrium geometry (ωB97M-V/def2-TZVPD, OMol25).

## Properties
SMILES string: C#CC(=O)CO.CC(C)(C)O
E (eV): -14661.2038
Relative energy (zero: lowest compared OMol25 entry of this formula, charge and spin) (eV): 4.640
HOMO level (eV): -10.28
Orbital gap (eV): 9.038

ORCA input file:
```
! wB97M-V def2-TZVPD RIJCOSX def2/J DEFGRID3
* xyz 0 1
C -0.879 2.900 -0.582
C -1.780 3.306 -1.758
C -1.963 4.693 -1.838
C -2.300 5.844 -1.511
C -0.537 -2.092 1.281
C 0.894 -2.527 0.939
C 1.852 -1.350 1.014
C 0.951 -3.132 -0.451
H 0.221 1.479 -0.035
H -1.548 2.920 0.291
H -0.108 3.669 -0.471
H -2.116 6.696 -2.307
H -0.571 -1.655 2.293
H -1.169 -3.000 1.273
H -0.945 -1.395 0.539
H 1.567 -0.567 0.293
H 2.895 -1.678 0.805
H 1.878 -0.890 2.011
H 0.333 -4.034 -0.488
H 1.974 -3.434 -0.696
H 0.603 -2.418 -1.208
H 2.147 -3.771 1.726
O -0.343 1.627 -0.798
O -2.296 2.316 -2.239
O 1.240 -3.507 1.919
*
```

Atomic charges from the Mulliken analysis, expressed in e, are listed below: atom 1 (C): -0.408, atom 2 (C): 0.633, atom 3 (C): -0.211, atom 4 (C): -0.305, atom 5 (C): -1.564, atom 6 (C): 1.551, atom 7 (C): -1.355, atom 8 (C): -1.510, atom 9 (H): 0.252, atom 10 (H): 0.315, atom 11 (H): 0.353, atom 12 (H): 0.267, atom 13 (H): 0.386, atom 14 (H): 0.381, atom 15 (H): 0.337, atom 16 (H): 0.146, atom 17 (H): 0.388, atom 18 (H): 0.384, atom 19 (H): 0.378, atom 20 (H): 0.390, atom 21 (H): 0.326, atom 22 (H): 0.363, atom 23 (O): -0.446, atom 24 (O): -0.463, atom 25 (O): -0.584


# C8H14OS2

An isolated molecule of C8H14OS2 in a non-equilibrium geometry (ωB97M-V/def2-TZVPD, OMol25).

## Properties
E (eV): -32237.9502
Relative energy (zero: lowest compared OMol25 entry of this formula, charge and spin) (eV): 1.226
HOMO level (spin up / spin down) (eV): -7.10 / -8.46
Orbital gap (spin up / spin down) (eV): 6.432 / 8.616

ORCA input file:
```
! wB97M-V def2-TZVPD RIJCOSX def2/J DEFGRID3
* xyz 0 1
C 1.332 0.184 0.149
C 2.443 -0.493 0.075
C -1.023 0.957 -0.863
C -2.034 0.286 0.080
C 2.563 -1.872 0.656
C 3.685 0.056 -0.593
C -3.376 0.235 -0.643
C -2.133 0.974 1.430
O -1.564 -2.133 -0.952
S 0.482 1.589 -0.037
S -1.488 -1.470 0.375
H -0.701 0.244 -1.624
H -1.475 1.827 -1.342
H 3.296 -1.862 1.462
H 1.606 -2.210 1.042
H 2.906 -2.569 -0.106
H 4.285 0.581 0.149
H 4.276 -0.752 -1.013
H 3.418 0.756 -1.379
H -4.078 -0.386 -0.092
H -3.244 -0.198 -1.633
H -3.802 1.234 -0.740
H -2.225 2.051 1.300
H -1.249 0.773 2.031
H -3.006 0.616 1.971
*
```

Atomic charges from the Mulliken analysis, expressed in e, are listed below: atom 1 (C): -0.655, atom 2 (C): 1.370, atom 3 (C): -1.138, atom 4 (C): 1.225, atom 5 (C): -1.235, atom 6 (C): -1.292, atom 7 (C): -1.664, atom 8 (C): -1.743, atom 9 (O): -0.477, atom 10 (S): -0.229, atom 11 (S): 0.345, atom 12 (H): 0.490, atom 13 (H): 0.512, atom 14 (H): 0.316, atom 15 (H): 0.296, atom 16 (H): 0.353, atom 17 (H): 0.300, atom 18 (H): 0.367, atom 19 (H): 0.363, atom 20 (H): 0.421, atom 21 (H): 0.416, atom 22 (H): 0.421, atom 23 (H): 0.372, atom 24 (H): 0.441, atom 25 (H): 0.423